Here is 12 unconnected molecules or ions with the total composition C42H104FN4O14S11 at a distorted geometry from OMol25. Energies are from ωB97M-V/def2-TZVPD.

The geometry in XYZ format:
```
176
Properties=species:S:1:pos:R:3:mulliken_charge:R:1
S -2.09 4.96 3.89 0.775
S 9.34 -1.41 -7.79 0.572
S -0.38 13.55 2.21 0.437
S -3.51 -0.02 8.87 0.403
S -0.59 3.66 9.30 0.336
S 1.10 -8.83 -5.30 0.546
S -2.67 8.25 0.86 0.753
S -2.51 -5.59 9.22 0.428
S 0.72 -3.80 -9.95 0.477
S -7.37 1.69 7.07 0.481
S 6.72 -2.32 -3.17 0.482
F 2.46 -1.70 -5.67 -0.080
O -4.01 7.91 0.28 -0.662
O -0.92 12.43 1.38 -0.526
O 6.73 -3.60 -2.40 -0.620
O 7.04 -5.86 -4.82 -0.106
O -2.32 0.38 9.70 -0.653
O -4.98 3.22 2.48 -0.269
O -6.63 0.50 7.60 -0.554
O -1.00 5.35 2.93 -0.694
O 8.74 -7.30 -5.87 -0.553
O 1.10 -7.78 -4.22 -0.598
O 8.54 -0.29 -7.21 -0.629
O -2.94 -4.45 8.34 -0.538
O 0.73 -5.08 -9.18 -0.587
O -1.67 3.43 8.28 -0.448
N -1.18 -1.13 -4.75 -0.548
N -1.32 -3.60 -4.66 -0.372
N 1.25 -1.17 -5.36 -0.065
N 0.02 -3.40 -4.99 0.607
C -8.64 2.13 8.28 -0.989
C -1.73 9.13 -0.42 -1.090
C 8.27 -6.72 -4.76 0.493
C -3.41 -1.77 -1.50 -0.503
C -2.11 -2.30 -4.51 0.342
C -0.34 -9.89 -5.02 -1.001
C -1.46 -4.91 10.52 -0.939
C 0.06 12.87 3.83 -0.928
C -1.20 -6.48 8.35 -0.944
C 0.98 3.14 8.57 -0.943
C 1.98 -2.72 -9.23 -0.541
C -2.11 1.93 -0.11 -0.324
C 2.33 -10.07 -4.84 -0.843
C -3.71 -2.39 -4.18 -0.471
C 2.21 -4.64 -4.12 -0.376
C 4.67 -5.76 -3.82 -0.053
C 8.26 -2.32 -8.92 -0.864
C 3.43 -5.51 -4.87 -0.195
C -4.45 2.00 3.12 0.009
C 5.88 -6.69 -4.43 -0.535
C -3.55 4.30 -0.06 0.697
C 7.59 -2.62 -4.73 -0.871
C -3.06 0.57 -0.26 -0.319
C -1.36 4.90 5.54 -1.126
C -3.30 0.71 7.23 -0.787
C -2.33 -0.54 -1.27 -0.615
C 1.60 -4.10 -11.51 -0.950
C 1.01 -4.51 -5.24 -0.191
C -0.69 2.30 10.50 -0.767
C -2.90 9.69 1.93 -1.003
C 10.41 -0.71 -9.08 -0.976
C -1.79 14.52 2.79 -0.916
C -2.73 3.18 -0.98 -0.784
C -5.16 3.95 -0.04 -0.747
C -3.26 -1.73 8.34 -0.997
C -6.33 3.15 7.37 -0.712
C 0.13 -1.89 -5.04 0.124
C -5.61 2.94 1.18 -0.329
C 9.08 -6.96 -3.35 -0.779
C -4.21 -1.47 -2.90 -0.706
C 7.98 -1.24 -2.46 -1.018
C -3.10 6.43 4.19 -1.117
H -4.22 -1.67 -0.63 0.364
H -6.78 3.11 1.33 0.246
H 0.15 2.37 11.19 0.450
H 1.22 3.83 7.75 0.306
H -5.12 1.05 2.83 0.318
H -0.80 9.50 0.00 0.347
H -4.10 0.96 -0.69 0.013
H 11.15 -0.07 -8.60 0.331
H -0.31 -10.73 -5.72 0.388
H -0.36 -10.24 -3.99 0.317
H -0.83 5.83 5.76 0.363
H -1.51 8.42 -1.23 0.312
H -3.51 2.81 -1.80 0.215
H -3.39 1.80 7.32 -0.015
H 2.92 -6.51 -5.22 -0.082
H 2.57 -4.54 -11.31 0.306
H -3.30 -2.38 9.22 0.304
H 1.92 -5.29 -3.17 0.288
H -3.31 1.79 2.82 0.054
H 7.00 -3.31 -5.33 0.205
H -1.44 15.28 3.50 0.371
H -2.52 13.87 3.27 0.283
H -9.12 3.06 7.99 0.364
H 6.24 -7.39 -3.53 0.357
H 5.11 -4.68 -3.56 -0.244
H -1.63 -6.96 7.47 0.311
H 10.18 -6.55 -3.41 0.296
H -1.67 -4.58 -4.56 0.311
H 0.47 -5.57 -5.27 0.184
H -3.18 0.01 0.78 0.221
H -4.21 -0.34 -3.18 0.306
H -0.79 12.32 4.24 0.275
H -5.73 4.98 0.05 0.291
H -1.24 -9.30 -5.21 0.325
H -3.09 4.34 1.03 -0.480
H 7.48 -2.81 -8.34 0.219
H 1.71 -3.15 -12.05 0.361
H -2.32 0.46 6.83 0.519
H 5.55 -7.41 -5.29 0.230
H -9.39 1.33 8.29 0.340
H 1.19 -0.11 -5.37 0.316
H 1.56 -4.42 -6.30 -0.009
H -0.78 -7.25 9.01 0.376
H -4.29 -1.96 -5.13 0.320
H 8.93 -1.77 -2.39 0.302
H 3.32 -9.62 -4.90 0.173
H -1.63 2.40 11.06 0.262
H -6.03 3.18 8.42 0.347
H -5.44 3.07 6.74 -0.017
H -2.15 4.74 6.28 0.322
H -1.93 10.05 2.28 0.291
H -3.42 10.49 1.39 0.383
H -2.93 -2.84 -1.47 0.286
H 1.66 -2.43 -8.23 -0.130
H -5.46 3.50 -1.09 0.281
H 8.43 -6.46 -2.50 0.264
H 8.57 -3.06 -4.53 0.397
H 1.00 -4.79 -12.11 0.333
H 8.84 -3.07 -9.46 0.367
H 2.28 -10.91 -5.54 0.395
H 3.77 -4.94 -5.85 0.221
H 0.91 12.19 3.70 0.316
H -4.09 0.35 6.56 0.387
H -1.06 1.64 -0.55 0.433
H -0.66 4.07 5.58 0.300
H -5.35 -1.77 -2.70 0.331
H -4.11 -3.51 -4.07 0.271
H -1.03 -5.73 11.11 0.395
H -1.95 2.26 1.00 0.104
H 10.92 -1.52 -9.61 0.358
H -2.25 15.02 1.93 0.314
H 8.08 -0.34 -3.07 0.386
H 2.09 -1.82 -9.85 0.446
H 7.66 -0.95 -1.45 0.348
H 9.15 -8.12 -3.12 0.293
H -3.62 6.69 3.26 0.203
H 9.81 -0.12 -9.78 0.301
H -0.68 1.34 9.98 0.228
H 0.35 13.68 4.50 0.386
H 1.77 3.18 9.32 0.407
H -3.83 6.22 4.97 0.469
H -3.32 5.36 -0.53 0.072
H -2.27 -1.84 7.87 0.335
H 2.16 -10.42 -3.82 0.308
H -3.50 9.39 2.79 0.359
H -1.84 3.69 -1.54 0.336
H 7.80 -1.63 -9.63 0.334
H -1.35 -0.99 -0.81 0.293
H 0.89 2.12 8.17 0.262
H -8.20 2.22 9.27 0.293
H -2.07 -4.28 11.17 0.319
H -4.54 2.11 4.30 -0.182
H 7.71 -1.68 -5.27 0.405
H 2.66 -3.62 -3.76 0.290
H -5.45 1.83 0.79 0.211
H -0.66 -4.31 10.08 0.297
H -2.33 9.95 -0.82 0.345
H -2.46 7.27 4.48 0.421
H -0.41 -5.78 8.05 0.299
H 2.94 -3.25 -9.17 0.290
H -2.13 0.00 -2.31 0.280
H -4.04 -2.02 7.64 0.403
H 4.19 -6.26 -2.85 0.334
H -6.89 4.05 7.10 0.457
```

Its HOMO energy is -9.1814 eV. The total charge is +1. The calculation puts the gap between HOMO and LUMO at 6.49 eV.



Here is 2 unconnected molecules or ions with the total composition C25H47Cl2N5O4PS2 at a distorted geometry from OMol25. Energies are from ωB97M-V/def2-TZVPD.

The geometry in XYZ format:
```
86
Properties=species:S:1:pos:R:3:mulliken_charge:R:1
Cl -3.28 -0.04 1.27 -0.027
Cl -3.22 -0.66 -3.11 -0.111
S 1.94 0.44 -8.25 0.492
S -0.65 1.51 -2.62 -0.066
P 0.64 -1.22 -2.89 -0.042
O -2.03 -4.39 1.73 -0.321
O -0.56 -2.10 -3.62 -0.421
O -1.70 -2.63 0.69 -0.170
O 1.96 1.61 -7.32 -0.611
N 1.40 0.62 -1.16 0.208
N 2.29 3.39 1.24 -0.338
N -0.49 -0.12 1.00 0.666
N 1.31 -0.19 -4.20 -0.370
N -1.59 -3.98 0.70 0.066
C -0.52 -0.85 4.20 -0.006
C -3.88 2.21 3.77 -0.420
C -4.72 0.85 -1.43 -1.181
C 2.01 -4.07 1.93 -0.851
C -2.96 -0.04 4.96 -0.423
C 3.52 0.42 -9.13 -0.918
C 2.25 -1.03 -7.26 -0.780
C 0.04 0.09 -1.57 0.304
C 1.21 2.61 0.53 -0.744
C 1.58 1.08 0.25 -1.657
C 1.58 4.24 2.25 -0.677
C 3.44 -4.19 1.33 -0.617
C 0.97 -0.03 1.23 0.625
C -1.39 0.31 4.88 -0.604
C 1.12 0.69 2.70 -0.082
C 3.22 -1.58 0.65 -0.698
C 1.22 -2.75 1.88 0.528
C 1.77 -1.42 1.24 -0.331
C 4.03 -2.91 0.70 -0.783
C -2.43 0.24 -0.39 -1.350
C -1.06 -2.05 -0.48 -1.900
C -3.90 1.26 5.06 -0.621
C 0.98 -0.29 3.95 -0.843
C -0.93 -0.43 -0.43 1.333
C -3.53 -0.28 -1.38 0.235
H 2.70 4.00 0.52 0.321
H -0.21 -3.00 -3.86 0.394
H -4.87 1.41 -0.46 0.258
H -3.11 -0.62 5.95 0.328
H 5.09 -2.98 0.29 0.347
H 2.36 -1.90 -7.92 0.449
H 2.16 1.17 2.75 0.575
H -4.74 1.89 3.07 0.159
H 0.24 2.78 1.12 0.153
H 1.11 3.62 3.10 0.185
H 4.07 -5.14 1.38 0.349
H -1.01 0.53 5.94 0.360
H -0.87 2.51 -1.66 0.141
H -1.01 -1.27 3.26 -0.231
H -4.06 -1.20 -0.90 0.387
H -3.60 1.83 6.00 0.277
H -3.28 -0.72 4.09 0.173
H -1.31 1.32 4.32 0.000
H 2.36 4.93 2.74 0.328
H -2.38 1.39 -0.42 0.611
H 1.04 3.10 -0.51 0.392
H 1.39 -1.19 -6.60 0.088
H 3.56 1.29 -9.79 0.329
H -5.66 0.43 -1.91 0.353
H 3.77 -0.70 0.14 0.167
H 0.19 -2.77 2.39 0.200
H 1.21 0.34 4.89 0.526
H 4.34 0.46 -8.42 0.299
H 0.56 0.10 -4.85 0.289
H -4.31 1.64 -2.19 0.322
H 2.18 -0.07 -1.33 0.772
H 0.30 1.50 2.85 -0.401
H 2.73 1.05 0.44 0.395
H 3.59 -0.49 -9.73 0.349
H -1.74 -2.35 -1.37 0.715
H -2.91 2.10 3.14 -0.125
H -0.03 -2.57 -0.54 0.565
H -0.78 0.88 1.11 0.283
H 1.57 -5.02 2.41 0.376
H 3.15 -0.90 -6.66 0.289
H -4.04 3.32 4.00 0.317
H 0.73 4.86 1.79 0.290
H 1.77 -1.13 3.97 0.325
H -4.98 0.88 5.18 0.339
H -0.43 -1.69 4.99 0.436
H 1.83 0.60 -3.81 0.200
H 1.67 1.43 -1.77 0.854
```

Its HOMO energy is -10.9709 eV. The total charge is +1. The calculation puts the gap between HOMO and LUMO at 8.28 eV.



Here is a molecular structure, C23H29FLiN2O3 at a distorted geometry from OMol25. Energies are from ωB97M-V/def2-TZVPD.

The geometry in XYZ format:
```
59
Properties=species:S:1:pos:R:3:mulliken_charge:R:1
F 2.65 0.64 2.16 -0.408
O -1.52 -0.06 0.51 -0.189
O -0.02 -1.21 -0.94 -0.390
O 1.03 -0.36 -2.81 -0.544
N 3.15 -2.18 -1.13 -0.438
N 4.25 0.65 -0.28 -0.327
C 2.58 -1.52 -0.14 -0.622
C 1.32 0.94 1.87 0.006
C 1.99 -0.15 -0.49 3.450
C 3.08 0.86 -0.84 0.001
C 2.73 1.88 -1.69 -0.503
C 3.63 -3.97 0.40 -0.449
C 3.04 -3.28 1.44 -1.980
C -3.84 0.22 -0.17 0.177
C 4.95 2.55 -1.48 -0.353
C -4.90 -0.39 -1.12 0.723
C 3.63 -3.37 -0.83 -0.670
C -4.46 -0.47 -2.60 -1.500
C 3.72 2.78 -2.04 -0.850
C -6.17 0.51 -1.07 -1.758
C 0.91 0.42 0.47 -0.457
C 5.20 1.52 -0.62 -0.659
C -0.29 1.67 3.76 -1.323
C -3.70 1.75 -0.36 -1.424
C -2.46 -0.37 -0.53 -0.985
C -0.23 -0.59 0.31 -0.287
C 0.99 -0.54 -1.62 -0.314
C 0.45 0.50 3.05 -0.636
C 2.51 -2.07 1.12 0.685
Li 1.67 -4.27 3.18 1.019
H -0.26 -0.30 2.85 0.355
H -0.16 -1.37 1.09 0.434
H -5.31 -0.20 -3.22 0.494
H -2.78 2.04 0.14 0.411
H 1.14 0.11 3.81 0.473
H -4.55 2.31 0.03 0.389
H 4.07 -3.93 -1.64 0.418
H 2.01 -1.49 1.90 0.583
H -0.13 1.58 4.83 0.357
H 1.74 1.98 -2.10 0.444
H -5.21 -1.38 -0.77 0.473
H 3.55 3.60 -2.72 0.454
H 1.29 2.03 1.83 0.399
H 0.07 2.64 3.44 0.342
H -3.66 0.22 -2.88 0.325
H 4.07 -4.95 0.55 0.415
H 2.98 -3.70 2.44 0.776
H -3.55 1.92 -1.43 0.294
H 5.77 3.22 -1.74 0.381
H 6.18 1.38 -0.18 0.452
H -6.33 0.89 -0.06 0.349
H -2.15 0.12 -1.46 0.186
H -1.37 1.58 3.61 0.288
H -6.01 1.34 -1.75 0.442
H 0.51 1.31 -0.02 0.596
H -7.03 -0.06 -1.43 0.447
H -4.00 -0.04 0.88 0.389
H -4.21 -1.51 -2.86 0.296
H -2.59 -1.44 -0.67 0.338
```

Its HOMO energy is -11.7161 eV. The total charge is +1. The calculation puts the gap between HOMO and LUMO at 6.68 eV.



Here is C5H7N3O in the gas phase at a distorted geometry from OMol25. Energies are from ωB97M-V/def2-TZVPD.

The geometry in XYZ format:
```
16
Properties=species:S:1:pos:R:3:mulliken_charge:R:1
O 1.42 -1.49 -0.05 -0.588
N 0.10 0.11 -0.82 -0.145
N 0.27 1.76 0.93 -0.594
N -1.13 0.13 1.17 -0.156
C -0.23 0.72 0.36 0.158
C -1.25 0.86 2.32 -0.613
C -0.30 1.91 2.11 -0.125
C 1.01 -1.49 -2.40 -1.082
C 0.92 -0.95 -1.02 0.732
H -0.51 0.51 -1.47 0.257
H 0.11 -1.82 -2.84 0.333
H -1.75 0.74 3.08 0.599
H -1.83 -0.82 1.14 0.339
H 1.46 -0.78 -3.02 0.356
H 1.88 -2.31 -2.25 0.259
H -0.17 2.92 2.75 0.270
```

Its HOMO energy is -8.6577 eV. The total charge is 0. As for the SMILES: CC(=O)Nc1ncc[nH]1. The calculation puts the gap between HOMO and LUMO at 9.19 eV.



Here is 2 unconnected molecules or ions with the total composition C12H17N at a distorted geometry from OMol25. Energies are from ωB97M-V/def2-TZVPD.

The geometry in XYZ format:
```
30
Properties=species:S:1:pos:R:3:mulliken_charge:R:1
N -2.14 0.09 2.00 -0.211
C -1.67 -0.30 0.75 -0.244
C -0.15 -0.39 0.75 1.127
C -0.30 -1.03 -1.63 -0.571
C -1.70 -0.93 -1.64 -0.727
C -0.99 0.38 2.81 -0.873
C -2.43 -0.63 -0.45 -0.800
C 1.40 1.44 -3.08 -0.343
C 0.09 0.03 2.07 0.219
C 1.73 0.16 -3.76 -1.021
C 0.40 -0.79 -0.46 -0.184
C 1.51 0.34 2.61 -0.415
C 2.46 0.80 1.43 -1.343
H 1.05 -0.45 -4.39 0.330
H 2.30 2.18 -3.10 0.298
H 1.29 1.31 -1.89 -0.085
H 3.37 1.36 1.69 0.377
H 2.81 0.00 0.80 0.315
H 1.35 1.24 3.24 0.328
H 1.82 -0.63 -2.94 0.265
H -3.46 -0.85 -0.24 0.346
H 0.16 -1.33 -2.60 0.371
H 1.48 -0.91 -0.32 0.303
H 1.86 1.34 0.72 0.384
H 2.59 0.18 -4.34 0.389
H -1.23 0.54 3.85 0.419
H 0.60 1.93 -3.56 0.262
H 1.93 -0.46 3.21 0.348
H -2.17 -1.17 -2.53 0.493
H -2.91 0.68 2.08 0.243
```

Its HOMO energy is -8.0122 eV. The total charge is 0. As for the SMILES: CCc1c[nH]c2ccccc12.CC. The calculation puts the gap between HOMO and LUMO at 8.91 eV.



Here is a molecular structure, C35H40N6O3PRbS5 from OMol25. Energies are from ωB97M-V/def2-TZVPD.

The geometry in XYZ format:
```
91
Properties=species:S:1:pos:R:3:mulliken_charge:R:1
Rb 0.01 0.48 0.31 0.967
S -0.84 -2.98 1.71 0.598
S -3.86 -1.12 -2.20 0.165
S -5.68 0.36 -0.36 -0.176
S -1.37 -4.82 -3.24 -0.133
S 0.66 -3.44 -1.53 -0.192
P 3.35 0.47 1.22 0.023
O -1.34 2.61 0.40 -0.955
O -0.55 -1.51 1.70 -0.571
O -5.02 2.33 2.45 -0.702
N 4.25 1.09 -0.13 -0.136
N 2.76 -0.05 -1.44 0.415
N -0.91 -2.32 -3.40 0.429
N -0.69 0.54 -2.89 -0.670
N -3.37 1.52 0.61 -0.734
N -3.01 0.69 -0.45 0.347
C 4.52 0.88 2.56 0.159
C 5.90 0.91 2.41 -0.255
C -2.48 -3.86 -4.29 -0.363
C -5.61 -1.05 -2.66 -0.711
C 4.76 -1.85 0.35 -0.271
C 4.79 1.34 4.91 -0.600
C -1.85 4.15 2.62 -0.592
C -2.81 3.25 2.15 0.380
C 3.03 -3.55 1.70 -0.474
C -1.43 3.83 -3.76 -1.431
C -3.32 4.88 4.36 -0.274
C 3.72 1.13 -3.76 -0.578
C 2.84 -2.17 1.76 -0.418
C 2.30 -0.41 -2.64 -0.417
C -6.41 -0.96 -1.37 -0.551
C -4.03 0.09 -0.92 -0.371
C -2.47 -3.12 0.97 -0.655
C 6.72 1.16 3.50 -0.687
C 2.74 0.14 -3.83 -0.739
C -2.09 4.96 3.72 -0.876
C 3.97 1.10 3.82 -0.371
C 4.24 1.50 -2.54 -0.944
C 3.73 0.86 -1.39 0.496
C 4.95 -3.22 0.29 -0.712
C -1.86 2.85 -2.68 0.478
C -4.04 3.17 2.81 0.551
C -4.29 4.00 3.91 -0.736
C -2.44 2.41 0.95 0.628
C -1.21 1.56 -2.81 0.189
C -0.51 -3.38 -2.70 0.078
C -1.72 -2.57 -4.57 -0.746
C -1.29 -3.35 3.41 -1.239
C 3.71 -1.32 1.08 0.881
C 6.17 1.37 4.75 -0.422
C 4.08 -4.07 0.97 -0.591
H 7.79 1.19 3.37 0.396
H 5.02 2.24 -2.45 0.446
H 2.00 -1.77 2.30 0.301
H -5.85 -1.95 -3.22 0.367
H -7.45 -0.70 -1.56 0.392
H -0.60 -1.38 -3.16 0.200
H -1.63 3.19 -1.67 -0.152
H -2.03 -2.63 3.76 0.332
H -0.91 4.19 2.09 0.423
H -0.39 -3.27 4.01 0.361
H 5.42 -1.19 -0.19 0.314
H -2.39 -1.73 -4.74 0.313
H 5.76 -3.63 -0.28 0.408
H -5.25 3.93 4.40 0.410
H 2.34 -4.21 2.21 0.352
H 1.55 -1.19 -2.61 0.128
H -3.53 5.51 5.21 0.368
H 2.31 -0.18 -4.77 0.488
H 4.73 1.97 0.00 0.318
H -5.80 -0.18 -3.28 0.324
H -2.05 4.72 -3.71 0.395
H -2.94 2.65 -2.69 0.236
H -1.68 -4.36 3.47 0.441
H -2.36 -2.90 -0.09 -0.170
H 6.81 1.56 5.60 0.373
H -0.39 4.12 -3.63 0.338
H -3.13 -2.39 1.44 0.332
H -2.70 -4.41 -5.21 0.422
H 4.09 1.60 -4.66 0.399
H 6.34 0.72 1.44 0.327
H -3.41 -3.67 -3.76 0.134
H 2.89 1.10 3.95 0.402
H -1.33 5.65 4.06 0.411
H -1.54 3.40 -4.76 0.347
H 4.22 -5.14 0.91 0.398
H -4.67 1.81 1.68 0.680
H -1.08 -2.69 -5.46 0.419
H -2.84 -4.14 1.09 0.476
H -6.37 -1.91 -0.83 0.267
H 4.35 1.51 5.89 0.392
```

Its HOMO energy is -7.2397 eV. The total charge is 0. The calculation puts the gap between HOMO and LUMO at 7.41 eV.